(1)
Computed, not measured: 11 unconnected molecules or ions with the total composition C26H88N10O2, with the ωB97M-V functional and the def2-TZVPD basis.

Its net charge is +4. The LUMO energy comes out at -9.33 eV. As for the energy: -1739.5334 a.u. For the energy relative to the best compared isomer or geometry (same formula, charge and spin), the calculation gives 14.67 kcal/mol. Its spin multiplicity is 1. Its orbital gap is 2.935 eV.

Each line ends with the Mulliken charge.
Element x y z (Å)
N: -6.06 -0.89 -3.27  -0.5864
H: -5.12 -1.16 -2.99  0.3645
H: -6.30 -1.42 -4.10  0.3968
H: -6.07 0.05 -3.64  0.3967
H: -6.77 -1.06 -2.58  0.3730
N: 1.45 -3.84 -5.17  -0.5733
H: 1.83 -3.13 -5.79  0.4459
H: 2.25 -4.43 -5.01  0.2064
H: 0.76 -4.39 -5.67  0.4208
H: 0.96 -3.46 -4.38  0.3982
N: -2.18 -5.39 1.17  -0.4586
H: -1.76 -4.66 0.61  0.3748
H: -3.01 -5.71 0.70  0.3906
H: -2.53 -5.16 2.09  0.2775
H: -1.58 -6.20 1.28  0.4022
N: -1.92 0.41 -7.35  -1.6713
H: -2.10 -0.57 -7.51  0.5306
H: -2.89 0.64 -7.17  0.4820
H: -1.66 0.81 -8.24  0.4816
H: -1.46 0.76 -6.52  0.7264
N: -2.10 6.07 -5.42  -0.5165
H: -2.08 6.79 -4.71  0.2427
H: -3.04 5.70 -5.39  0.4101
H: -1.46 5.35 -5.12  0.3871
H: -1.76 6.33 -6.33  0.4056
N: 3.81 2.54 -7.86  -0.5693
H: 3.47 3.27 -8.47  0.3916
H: 3.16 2.56 -7.09  0.3622
H: 4.76 2.70 -7.55  0.3753
H: 3.74 1.56 -8.12  0.3976
O: -1.10 -0.84 -1.88  -0.8023
C: -0.63 0.34 -1.32  -0.2795
C: 0.57 1.22 -2.06  -0.4504
O: 0.55 1.95 -3.30  -0.6843
H: -0.34 0.01 -0.32  0.2301
H: -1.51 0.97 -1.30  0.1841
H: 1.51 0.68 -2.00  0.2504
H: 0.84 1.91 -1.26  0.2269
C: 2.04 0.68 7.89  -1.3051
C: 3.09 0.62 6.74  -0.3820
N: 3.10 1.87 5.90  -0.1019
C: 4.22 1.87 4.96  -0.2796
C: 5.60 2.04 5.71  -1.3785
C: 1.82 1.88 5.14  -0.3034
C: 1.54 3.26 4.51  -1.3307
H: 1.08 0.36 7.48  0.3112
H: 1.82 1.65 8.34  0.3551
H: 2.30 0.06 8.75  0.3843
H: 4.08 0.75 7.18  0.4085
H: 2.96 -0.29 6.16  0.3125
H: 4.37 0.89 4.50  0.2746
H: 4.00 2.55 4.14  0.3402
H: 5.93 1.07 6.08  0.3494
H: 6.35 2.50 5.08  0.3790
H: 5.60 2.70 6.58  0.3488
H: 1.05 1.70 5.89  0.2618
H: 1.76 1.08 4.40  0.2953
H: 2.19 3.61 3.71  0.3142
H: 1.55 4.07 5.23  0.3319
H: 0.53 3.42 4.13  0.4147
C: -0.64 9.29 -0.03  -1.1130
C: -1.23 8.38 -1.10  -0.7200
N: -2.52 8.80 -1.71  0.3564
C: -2.44 10.19 -2.28  -0.4767
C: -3.56 10.51 -3.21  -1.2650
C: -3.66 8.38 -0.83  -0.2803
C: -3.92 6.87 -0.84  -1.2074
H: 0.40 9.02 0.16  0.4123
H: -1.34 9.27 0.80  0.2756
H: -0.56 10.32 -0.36  0.2801
H: -0.45 8.35 -1.86  0.3379
H: -1.30 7.34 -0.79  0.3461
H: -2.39 10.95 -1.51  0.2914
H: -1.53 10.24 -2.88  0.3574
H: -3.59 9.92 -4.12  0.2394
H: -4.51 10.49 -2.69  0.3267
H: -3.45 11.50 -3.64  0.4064
H: -4.59 8.88 -1.11  0.3574
H: -3.32 8.64 0.17  0.1980
H: -4.19 6.64 -1.87  0.2223
H: -4.78 6.54 -0.26  0.3785
H: -3.07 6.22 -0.64  0.3098
C: 5.21 -7.46 -6.22  -1.3589
C: 6.00 -6.66 -5.20  -0.4546
N: 5.28 -6.38 -4.04  0.2108
C: 5.97 -5.34 -3.25  -0.5302
C: 5.20 -5.03 -1.93  -1.2537
C: 4.78 -7.60 -3.39  -0.6531
C: 5.85 -8.44 -2.60  -1.2006
H: 5.49 -8.51 -6.22  0.3005
H: 5.44 -7.04 -7.20  0.3971
H: 4.13 -7.42 -6.08  0.3139
H: 6.99 -7.10 -5.08  0.3418
H: 6.08 -5.67 -5.66  0.3765
H: 5.98 -4.43 -3.85  0.4090
H: 7.01 -5.57 -3.02  0.3440
H: 4.13 -4.86 -2.03  0.2647
H: 5.63 -4.06 -1.65  0.4092
H: 5.33 -5.71 -1.09  0.3012
H: 4.06 -7.21 -2.67  0.3479
H: 4.16 -8.18 -4.07  0.4277
H: 5.50 -8.96 -1.71  0.3828
H: 6.46 -9.08 -3.23  0.3350
H: 6.63 -7.84 -2.13  0.3033
C: -4.78 -2.13 4.42  -1.3094
C: -3.87 -2.64 5.55  -0.4207
N: -4.10 -4.07 5.78  0.2373
C: -5.48 -4.37 6.21  -0.3944
C: -5.61 -5.92 6.16  -1.2765
C: -3.05 -4.36 6.77  -0.8034
C: -3.29 -4.13 8.26  -1.0753
H: -5.81 -2.13 4.77  0.3659
H: -4.54 -2.54 3.44  0.2093
H: -4.56 -1.11 4.11  0.4389
H: -2.88 -2.41 5.16  0.3796
H: -4.19 -2.07 6.41  0.2048
H: -5.73 -4.09 7.23  0.3473
H: -6.26 -4.00 5.55  0.3529
H: -5.29 -6.19 5.16  0.3019
H: -4.92 -6.45 6.80  0.2726
H: -6.60 -6.27 6.47  0.4115
H: -2.04 -4.04 6.51  0.4607
H: -2.85 -5.43 6.79  0.3662
H: -2.39 -4.45 8.79  0.3808
H: -4.05 -4.85 8.54  0.2854
H: -3.61 -3.15 8.60  0.2764

(2)
Computed, not measured: a molecular structure, C26H9AuF4N5S2, with the ωB97M-V functional and the def2-TZVPD basis.

Its net charge is -1. The LUMO energy (alpha / beta) comes out at 0.98 / -0.17 eV. As for the energy: -2601.4056 a.u. For the energy relative to the best compared isomer or geometry (same formula, charge and spin), the calculation gives 4.64 kcal/mol. Its spin multiplicity is 3. Its orbital gap (alpha / beta) is 6.101 / 5.202 eV.

Each line ends with the Mulliken charge.
Element x y z (Å)
Au: -1.00 0.26 -1.29  0.7634
S: -1.76 -0.38 1.31  -0.3811
C: -2.62 -1.56 0.44  0.3546
N: -2.71 -1.59 -0.87  -0.3039
C: -3.43 -2.67 -1.34  -0.6415
C: -3.66 -2.98 -2.68  -0.4850
C: -4.39 -4.12 -3.00  -0.5360
C: -4.88 -4.96 -2.00  -0.4092
C: -4.65 -4.67 -0.66  -0.5002
C: -3.93 -3.53 -0.34  0.9694
S: -3.45 -2.91 1.21  -0.2648
H: -3.28 -2.32 -3.45  0.4107
H: -4.57 -4.36 -4.04  0.3542
H: -5.44 -5.85 -2.27  0.3556
H: -5.03 -5.32 0.12  0.3589
C: 0.42 -0.99 -1.50  -1.1735
C: 1.25 -1.87 -0.81  1.1264
C: 0.76 -3.17 -0.51  -0.3605
C: 1.53 -4.05 0.22  -0.4945
C: 2.81 -3.69 0.63  -0.4557
C: 3.32 -2.44 0.31  -0.4573
C: 2.56 -1.52 -0.39  -0.5084
H: -0.24 -3.43 -0.83  0.4206
H: 1.14 -5.03 0.46  0.3816
H: 3.41 -4.38 1.21  0.3718
H: 4.32 -2.15 0.62  0.4170
H: 2.95 -0.54 -0.63  0.4827
F: -0.15 5.88 2.08  -0.3379
C: 0.69 5.04 1.47  0.0673
C: 1.92 4.88 2.01  0.1021
F: 2.23 5.57 3.11  -0.3265
C: 2.88 3.96 1.49  0.2987
C: 2.47 3.33 0.29  0.4025
C: 1.23 3.51 -0.25  0.5731
F: 0.97 2.92 -1.42  -0.4045
C: 0.23 4.31 0.35  0.5415
C: -1.12 4.28 -0.09  -0.0629
C: -1.56 3.16 -0.81  0.2372
N: -1.87 2.18 -1.34  -0.5061
C: -2.11 5.24 0.28  0.0841
N: -2.94 6.00 0.53  -0.5811
F: 3.33 2.56 -0.37  -0.3668
C: 4.11 3.69 2.13  0.5178
C: 4.96 2.61 1.72  0.0486
N: 5.65 1.73 1.46  -0.5978
C: 4.59 4.41 3.26  0.1022
N: 5.04 4.95 4.17  -0.5867

(3)
Computed, not measured: a molecular structure, C27H11F15GeO7ReS3Se4, with the ωB97M-V functional and the def2-TZVPD basis.

Its net charge is -2. The LUMO energy (alpha / beta) comes out at 3.76 / 3.33 eV. As for the energy: -16015.7203 a.u. For the energy relative to the best compared isomer or geometry (same formula, charge and spin), the calculation gives 33.00 kcal/mol. Its spin multiplicity is 2. Its orbital gap (alpha / beta) is 6.411 / 5.930 eV.

Each line ends with the Mulliken charge.
Element x y z (Å)
Re: -2.03 1.19 -1.86  2.3443
Se: -4.99 1.33 -3.40  0.2069
Se: -6.59 1.30 -1.63  -0.2788
Se: -5.91 -0.59 -0.47  -0.1879
Se: -4.32 0.30 0.98  -0.0446
O: 0.24 1.45 -1.74  -0.5057
S: 0.51 0.23 -2.57  1.2623
O: 1.67 -0.52 -2.26  -0.5864
O: -0.81 -0.50 -2.56  -0.7401
C: 0.68 0.75 -4.26  0.6189
C: 1.76 0.25 -4.98  -0.4166
C: 1.87 0.53 -6.33  -0.5299
C: 0.90 1.30 -6.96  -0.5635
C: -0.18 1.79 -6.24  -0.9009
C: -0.29 1.53 -4.88  -0.8355
S: -1.67 2.34 -4.01  1.0454
O: -1.19 3.71 -3.89  -0.7274
O: -2.78 2.14 -4.97  -0.7680
O: -3.73 0.56 -2.39  -0.5441
H: 2.49 -0.36 -4.47  0.5431
H: 2.71 0.14 -6.89  0.3797
H: 0.97 1.50 -8.02  0.3552
H: -0.96 2.37 -6.71  0.4487
C: -2.86 4.65 0.29  -1.7876
C: -2.11 3.33 0.25  1.0437
C: -0.66 3.46 0.68  -0.6285
O: -2.14 2.88 -1.11  -0.4590
H: -2.88 5.04 1.30  0.4214
H: -3.89 4.51 -0.05  0.3635
H: -2.37 5.37 -0.37  0.3762
H: -2.61 2.60 0.88  -0.1419
H: -0.14 4.15 0.02  0.3357
H: -0.17 2.49 0.62  -0.3069
H: -0.61 3.82 1.70  0.4193
F: -1.77 -3.45 0.59  -0.3648
C: -1.33 -3.56 1.85  0.0412
C: -0.25 -2.81 2.30  -0.4758
C: 0.12 -3.04 3.61  0.9870
F: 1.17 -2.39 4.14  -0.3562
C: -0.52 -3.94 4.44  -0.0345
F: -0.12 -4.13 5.71  -0.3331
C: -1.59 -4.66 3.95  0.7289
F: -2.23 -5.55 4.74  -0.3394
C: -2.00 -4.48 2.65  -0.0667
F: -3.04 -5.19 2.17  -0.3257
Ge: 0.69 -1.53 0.95  0.3875
S: -2.32 -0.08 0.12  -0.2436
C: 0.92 0.08 2.22  0.1997
C: 0.01 0.52 3.17  0.4218
F: -1.06 -0.23 3.50  -0.3673
C: 0.13 1.73 3.83  0.2992
F: -0.77 2.12 4.75  -0.3757
C: 1.20 2.56 3.54  0.4252
F: 1.33 3.74 4.17  -0.4093
C: 2.12 2.18 2.58  0.3575
F: 3.15 2.99 2.29  -0.3760
C: 1.94 0.96 1.94  0.1792
F: 2.86 0.65 1.00  -0.4787
C: 2.52 -2.50 1.38  -0.5433
C: 2.74 -3.62 0.60  0.1065
F: 1.78 -4.06 -0.24  -0.3519
C: 3.90 -4.38 0.64  -0.1498
F: 4.06 -5.47 -0.13  -0.3252
C: 4.91 -4.01 1.50  0.7866
F: 6.05 -4.72 1.57  -0.3402
C: 4.74 -2.90 2.31  -0.1054
F: 5.72 -2.55 3.16  -0.3246
C: 3.55 -2.18 2.24  0.8850
F: 3.47 -1.14 3.09  -0.3290

(4)
Computed, not measured: 22 unconnected molecules or ions with the total composition C27H13BBr2Cl84N, with the ωB97M-V functional and the def2-TZVPD basis.

Its net charge is -1. The LUMO energy comes out at 0.95 eV. As for the energy: -44920.1718 a.u. Its spin multiplicity is 1. Its orbital gap is 5.946 eV.

Each line ends with the Mulliken charge.
Element x y z (Å)
C: 2.28 0.23 3.00  -1.0780
B: 2.33 -1.40 3.22  0.7232
C: 1.50 -2.12 1.99  -0.0200
C: 0.13 -2.65 2.41  0.4901
N: -0.51 -3.50 1.37  -0.4034
C: 3.88 -1.96 3.27  0.0369
Br: 5.32 -0.69 3.00  -0.2265
C: 4.31 -3.21 3.50  0.2647
C: 5.72 -3.73 3.52  -1.1792
Br: 3.00 -4.55 3.87  -0.2026
H: 1.23 0.57 2.97  0.0918
H: 2.72 0.53 2.04  0.2174
H: 2.76 0.80 3.81  0.2467
H: 1.79 -1.66 4.30  -0.2024
H: 1.33 -1.44 1.15  -0.6663
H: 2.04 -2.99 1.57  0.2004
H: 0.21 -3.18 3.36  0.2743
H: -0.53 -1.78 2.58  -0.4175
H: -0.50 -4.47 1.63  0.0355
H: -1.45 -3.20 1.17  0.1596
H: 6.22 -3.40 4.44  0.2567
H: 6.30 -3.34 2.67  0.3798
H: 5.76 -4.82 3.46  0.2449
C: -3.11 -0.47 4.20  -0.0144
Cl: -2.39 0.64 3.03  0.1731
Cl: -3.79 -1.84 3.33  -0.1209
Cl: -1.88 -1.02 5.33  -0.0672
Cl: -4.39 0.36 5.11  0.0325
C: -7.22 2.99 5.13  0.1144
Cl: -8.78 2.66 4.37  -0.0977
Cl: -6.93 1.77 6.38  -0.0575
Cl: -5.94 2.93 3.93  0.1015
Cl: -7.26 4.60 5.85  -0.0437
C: -4.72 2.58 -0.84  0.1483
Cl: -3.79 3.83 -1.69  -0.1001
Cl: -5.09 1.25 -1.94  -0.0805
Cl: -3.76 1.98 0.51  0.1568
Cl: -6.24 3.28 -0.26  -0.1007
C: 2.03 -8.18 1.74  0.3016
Cl: 0.66 -7.11 2.00  -0.0473
Cl: 2.97 -8.31 3.23  -0.0618
Cl: 1.44 -9.79 1.27  -0.1267
Cl: 3.05 -7.53 0.45  -0.0870
C: -0.32 0.09 -1.71  0.0168
Cl: -1.27 -1.06 -0.75  -0.0682
Cl: 1.08 0.63 -0.80  -0.0765
Cl: 0.18 -0.70 -3.21  0.0033
Cl: -1.33 1.49 -2.11  0.0783
C: 8.30 -6.42 5.63  0.3157
Cl: 9.23 -7.76 6.32  -0.1250
Cl: 9.14 -5.80 4.20  -0.0996
Cl: 6.70 -6.98 5.17  -0.0378
Cl: 8.16 -5.13 6.83  -0.0833
C: -10.97 3.18 7.92  0.1955
Cl: -9.43 3.73 8.58  -0.0209
Cl: -12.26 3.55 9.07  -0.1281
Cl: -11.28 4.01 6.39  -0.0340
Cl: -10.90 1.44 7.65  0.0048
C: -1.89 2.72 -6.15  0.2094
Cl: -2.81 3.45 -7.47  -0.0804
Cl: -1.99 0.95 -6.26  -0.0813
Cl: -0.20 3.21 -6.26  -0.0909
Cl: -2.56 3.24 -4.60  0.0115
C: 2.54 -4.04 -4.34  0.2427
Cl: 4.13 -4.45 -5.01  -0.0950
Cl: 2.74 -3.20 -2.82  -0.0047
Cl: 1.67 -3.01 -5.49  -0.0531
Cl: 1.62 -5.52 -4.08  -0.1058
C: -4.26 4.49 8.62  0.1807
Cl: -3.62 3.58 7.25  0.0503
Cl: -3.33 4.12 10.07  -0.1065
Cl: -4.16 6.22 8.27  -0.1131
Cl: -5.95 4.04 8.87  -0.0127
C: -1.39 4.74 3.53  0.1759
Cl: -0.70 3.95 2.12  -0.0213
Cl: -0.56 4.20 4.98  -0.0892
Cl: -1.22 6.50 3.37  -0.1192
Cl: -3.11 4.33 3.65  0.0010
C: 8.49 1.27 5.47  0.3167
Cl: 10.25 1.50 5.47  -0.1322
Cl: 7.87 1.49 3.84  -0.0658
Cl: 8.11 -0.35 6.04  -0.0627
Cl: 7.76 2.47 6.55  -0.1015
C: -11.56 -2.51 9.32  0.3632
Cl: -12.32 -1.19 10.23  -0.0932
Cl: -10.15 -3.08 10.20  -0.0917
Cl: -12.72 -3.83 9.12  -0.0997
Cl: -11.07 -1.91 7.74  -0.0874
C: 3.03 -0.09 -8.30  0.1711
Cl: 4.07 0.93 -7.30  -0.1221
Cl: 1.35 0.10 -7.78  0.0113
Cl: 3.17 0.42 -9.99  -0.0275
Cl: 3.54 -1.77 -8.16  -0.0024
C: 9.67 4.94 9.92  0.3435
Cl: 9.98 6.63 9.51  -0.1045
Cl: 7.97 4.74 10.36  -0.1039
Cl: 10.04 3.91 8.54  -0.0256
Cl: 10.68 4.48 11.30  -0.1077
C: 7.03 -3.31 -9.32  0.2766
Cl: 6.31 -3.67 -7.75  -0.0178
Cl: 7.75 -1.69 -9.28  -0.1063
Cl: 8.28 -4.50 -9.68  -0.0883
Cl: 5.79 -3.36 -10.58  -0.0918
C: -5.39 1.04 -10.13  0.2860
Cl: -5.16 2.69 -10.72  -0.1298
Cl: -7.07 0.83 -9.63  -0.1022
Cl: -5.02 -0.10 -11.43  -0.0752
Cl: -4.32 0.76 -8.76  0.0154
C: -11.77 8.07 5.16  0.3064
Cl: -10.31 7.08 5.14  -0.0197
Cl: -13.16 7.09 5.64  -0.1006
Cl: -11.57 9.40 6.31  -0.1008
Cl: -12.06 8.74 3.55  -0.1020
C: 2.94 1.84 -14.03  0.3447
Cl: 4.08 0.60 -13.48  -0.0786
Cl: 3.53 2.55 -15.54  -0.1086
Cl: 1.36 1.10 -14.31  -0.0895
Cl: 2.79 3.09 -12.80  -0.0856
C: -5.39 0.74 -15.61  0.3365
Cl: -3.92 0.84 -16.58  -0.0976
Cl: -5.65 -0.93 -15.11  -0.1063
Cl: -5.22 1.76 -14.18  -0.0331
Cl: -6.77 1.29 -16.57  -0.1041
C: 12.70 -3.29 -9.00  0.3403
Cl: 13.48 -1.96 -9.87  -0.1049
Cl: 12.70 -4.73 -10.02  -0.1109
Cl: 13.60 -3.63 -7.52  -0.1031
Cl: 11.04 -2.85 -8.61  -0.0151